No. 1
Molecular formula: C9H19Be2FNO
Method: DFT, ωB97M-V with the def2-TZVPD basis set

Its highest occupied orbital energy is -17.20 eV. The calculation puts the HOMO-LUMO gap at 1.860 eV. For the LUMO energy, the calculation gives -15.34 eV. Its largest force on an atom is 0.110 Eh/bohr. As for the net charge: +3. The calculation puts the energy above the lowest of the compared OMol25 structures with the same formula, charge and spin at 0.00 kJ/mol.

Element x y z (Å)
Be1 1.29685 1.04013 -6.27537
Be2 4.30286 -1.14413 -4.96298
F1 2.04030 -0.35856 -4.69633
C1 -2.16911 1.06550 0.92104
C2 -1.51872 -0.29668 0.44664
C3 -1.26629 -0.30172 -1.08306
C4 -0.01636 0.48916 -1.49978
C5 1.20589 0.12751 -0.62611
C6 0.94750 0.11682 0.89481
N1 -0.30945 -0.60836 1.09314
O1 -0.46497 -0.89606 2.39376
C7 2.17492 -0.68394 1.49044
C8 1.03765 1.52953 1.55336
C9 -2.59809 -1.38908 0.73384
H1 -3.22080 1.15106 0.66054
H2 -2.13867 1.08004 2.01671
H3 -1.66082 1.99255 0.65499
H4 -1.07529 -1.34613 -1.33348
H5 -2.06889 0.15921 -1.65159
H6 0.20505 0.29385 -2.54656
H7 -0.17974 1.55544 -1.30671
H8 1.95872 0.88324 -0.84774
H9 1.57053 -0.81072 -1.04979
H10 2.05889 -0.79336 2.56641
H11 3.08433 -0.16600 1.20755
H12 2.18997 -1.67814 1.03820
H13 0.09097 1.86269 1.97472
H14 1.34611 2.23140 0.77899
H15 1.72971 1.58994 2.38950
H16 -3.59505 -1.02091 0.51911
H17 -2.33725 -2.31925 0.23407
H18 -2.63497 -1.59979 1.80449
H19 0.01421 -1.75523 2.50718

Cartesian forces, eV/Å:
Be 1.0 -1.8 1.8
Be -1.7 0.6 0.0
F 0.8 1.2 -2.0
C 0.0 1.7 2.0
C -0.7 -2.2 -2.3
C 1.6 1.1 -0.5
C 0.1 0.2 1.6
C -0.7 0.6 -1.4
C 2.5 -2.6 -2.9
N -0.8 4.6 3.2
O -0.3 -1.7 -1.2
C -1.1 -0.6 0.2
C -1.2 1.0 1.0
C 0.0 -0.1 1.7
H 0.1 -0.6 -0.6
H -0.1 -0.4 0.0
H 0.4 -0.4 -0.8
H -0.5 0.0 -0.2
H -0.6 -0.6 0.4
H 0.0 0.2 0.0
H -0.3 0.0 -0.6
H 0.2 -0.2 0.2
H 0.2 -0.2 0.8
H 0.5 0.2 0.1
H 0.0 0.2 0.2
H 0.1 0.0 0.0
H -0.1 0.0 -0.2
H -0.1 -0.2 -0.1
H 0.2 -0.5 -0.1
H 0.1 0.0 -0.6
H -0.2 0.1 -0.3
H 0.0 0.0 0.0
H 0.3 0.4 0.8

---

No. 2
Molecular formula: C15H36FN12O5P
Method: DFT, ωB97M-V with the def2-TZVPD basis set

Its highest occupied orbital energy is -8.61 eV. As for the SMILES: CCP(C)[C@@H](C#N)[C@@H](C#N)C[C@@H](C)F.NC(N)=O.NC(N)=O.NC(N)=O.NC(N)=O.NC(N)=O. The calculation puts the HOMO-LUMO gap at 8.968 eV. For the LUMO energy, the calculation gives 0.35 eV. Its largest force on an atom is 0.136 Eh/bohr. As for the net charge: 0.

Element x y z (Å)
C1 -0.39660 0.65787 1.15888
C2 -0.76294 -0.90738 1.11414
P1 -2.58264 -1.24293 0.58217
C3 -2.94916 -2.93488 1.41373
C4 -3.76345 0.11345 1.19247
C5 -5.11520 0.01540 0.25963
N1 -6.08236 -0.10982 -0.47115
C6 -4.27708 -0.01316 2.71728
C7 -5.43999 -1.12485 2.82441
N2 -6.21606 -2.03893 2.78577
C8 -3.12682 -0.15232 3.82338
C9 -3.11698 -1.50241 4.67620
C10 -1.55506 -1.78331 5.06649
F1 -3.78391 -1.27426 5.94945
H1 -0.16035 1.08137 0.11127
H2 -1.24041 1.30836 1.57892
H3 0.52286 0.83304 1.83901
H4 -0.00741 -1.41607 0.42834
H5 -0.61554 -1.32996 2.16601
H6 -2.34177 -3.09190 2.36996
H7 -2.53634 -3.70799 0.65417
H8 -4.06392 -3.15485 1.51081
H9 -3.37251 1.18790 1.06322
H10 -4.82357 0.98527 2.94315
H11 -2.06414 -0.00453 3.40041
H12 -3.25937 0.71099 4.58515
H13 -3.46287 -2.44105 4.13344
H14 -0.94459 -0.81212 5.05013
H15 -1.49887 -2.35188 6.05490
H16 -1.10282 -2.48304 4.25993
N3 3.60568 1.34288 0.23967
C11 3.48791 0.03337 0.54615
N4 4.46599 -0.74977 0.03638
O1 2.57159 -0.41106 1.22797
H17 4.35604 1.72363 -0.32058
H18 2.89718 1.96274 0.59672
H19 4.41883 -1.73512 0.23822
H20 5.22118 -0.40054 -0.52476
N5 -4.14605 -0.56643 -3.10011
C12 -3.38743 -0.61818 -4.22244
N6 -4.09158 -0.68739 -5.37992
O2 -2.16618 -0.60342 -4.19432
H21 -5.15040 -0.57743 -3.09980
H22 -3.66579 -0.51268 -2.22267
H23 -3.56355 -0.72727 -6.23649
H24 -5.09440 -0.70056 -5.42472
N7 8.15751 1.83779 -1.98612
C13 7.06150 2.41047 -1.43893
N8 7.02918 3.76167 -1.52607
O3 6.16124 1.76539 -0.90418
H25 8.89434 2.35813 -2.42604
H26 8.23122 0.82935 -1.94450
H27 6.22912 4.22880 -1.13090
H28 7.74990 4.31112 -1.95714
N9 7.60639 -1.89636 -0.49308
C14 8.56467 -2.00051 -1.44260
N10 9.27679 -3.15160 -1.40545
O4 8.77326 -1.12305 -2.27025
H29 7.42046 -2.60393 0.19433
H30 7.05710 -1.05357 -0.48717
H31 10.00034 -3.26632 -2.09674
H32 9.12265 -3.88318 -0.73574
N11 -6.73249 3.96848 -2.08123
C15 -5.76007 3.83211 -3.01734
N12 -5.09474 2.65223 -2.97351
O5 -5.50500 4.70360 -3.83447
H33 -6.95736 3.26416 -1.40157
H34 -7.25072 4.83181 -2.08056
H35 -4.36412 2.51059 -3.65263
H36 -5.29035 1.92406 -2.30907

Cartesian forces, eV/Å:
C 0.3 0.5 0.0
C 0.2 1.0 1.2
P 0.9 -0.9 -1.4
C 0.4 -0.5 -0.3
C -2.3 0.1 0.7
C -2.5 -0.5 -2.6
N 5.6 0.9 4.2
C -1.9 0.6 0.4
C -0.8 -2.4 -0.5
N 3.5 4.3 0.3
C -0.1 0.0 0.7
C 2.7 0.5 0.8
C -0.5 -0.5 -0.8
F 0.4 -0.5 -2.2
H -0.3 -0.8 1.6
H 1.0 -1.0 -0.5
H -1.5 -0.5 -1.3
H -1.4 0.5 0.8
H -0.1 0.5 -1.4
H -1.1 0.3 -1.1
H -0.6 1.4 1.1
H 1.6 0.4 0.1
H -0.4 -1.8 0.0
H 0.7 -1.7 -0.4
H -1.9 -0.3 0.2
H 0.2 -1.5 -1.2
H -0.4 1.5 1.0
H -0.9 -1.5 0.4
H -0.1 1.0 -1.3
H -0.7 1.2 1.2
N -0.4 0.8 0.0
C -0.3 0.4 0.1
N 0.6 -1.0 -0.1
O 0.0 -0.2 0.1
H 0.1 -0.2 0.1
H 0.1 -0.2 0.0
H -0.1 0.2 -0.1
H -0.2 0.3 -0.1
N -0.3 0.2 0.4
C 0.5 0.0 0.1
N -0.2 0.0 -0.8
O -0.1 0.0 0.0
H 0.1 -0.1 0.0
H 0.1 -0.2 0.2
H -0.1 0.0 0.2
H 0.1 0.0 0.0
N -0.1 -0.5 0.2
C 0.6 0.0 -0.4
N -0.5 0.6 0.2
O 0.0 -0.2 0.0
H -0.1 0.0 0.1
H 0.2 -0.1 -0.2
H 0.2 0.0 -0.1
H 0.0 -0.1 0.0
N -0.5 0.3 0.3
C 0.0 0.0 0.0
N 0.5 -0.4 -0.3
O 0.0 0.2 0.0
H 0.0 0.1 0.0
H 0.2 -0.1 0.1
H -0.1 0.0 0.1
H 0.0 0.1 -0.1
N -0.6 0.4 0.5
C 0.2 0.3 -0.4
N 0.5 -0.5 -0.2
O -0.1 -0.1 0.1
H 0.0 0.0 -0.1
H 0.1 -0.2 0.0
H -0.1 0.0 0.2
H 0.0 0.0 -0.1